1.
C6H8 in the gas phase in a non-equilibrium geometry, computed with ωB97M-V/def2-TZVPD.

Output
LUMO energy ... 0.860 eV
Structure (SMILES) ... C1=CCCC=C1
2S+1 ... 1
Relative energy (zero: lowest compared OMol25 entry of this formula, charge and spin) ... 84.3 kcal/mol
E ... -6347.1265 eV

Element x y z (Å)
C 0.108 -1.433 -0.243
C 1.086 -0.791 0.405
C 0.830 0.664 0.873
C 0.001 1.418 -0.009
C -1.243 0.603 -0.673
C -1.012 -0.733 -0.587
H 0.324 -2.572 -0.176
H 2.018 -1.218 0.653
H 0.534 0.422 1.923
H 2.109 0.915 0.782
H 0.758 2.155 -0.746
H -0.553 2.174 0.652
H -2.188 1.141 -0.866
H -1.619 -1.382 -0.830

Atom charges from the Löwdin analysis, given in e for atoms 1 to 6: number 1, C, carries -0.14; number 2, C, carries -0.11; number 3, C, carries -0.27; number 4, C, carries -0.25; number 5, C, carries 0.00; number 6, C, carries -0.16



2.
C28H46BrIrN3P2S as an isolated structure in a non-equilibrium geometry, computed with ωB97M-V/def2-TZVPD.

Output
LUMO energy (spin up / spin down) ... -12.300 / -14.620 eV
2S+1 ... 6
Relative energy (zero: lowest compared OMol25 entry of this formula, charge and spin) ... 131.6 kcal/mol
E ... -136497.8947 eV
Charge ... +4

Element x y z (Å)
N -0.473 -4.223 -6.163
C -1.251 -4.588 -5.138
C -1.484 -3.760 -4.022
C -0.936 -2.444 -3.987
C -0.210 -2.053 -5.118
C 0.015 -2.979 -6.164
C -1.326 -1.430 -2.883
Ir -0.490 -0.062 -1.762
P -1.100 3.012 0.115
C -1.615 -0.052 -3.320
C -2.886 0.589 -2.856
C -2.771 1.920 -2.418
C -3.819 2.558 -1.804
C -5.094 1.864 -1.435
C -5.178 0.500 -2.120
C -4.118 -0.125 -2.707
Br -5.052 1.438 0.386
H -2.122 -1.928 -2.307
H -1.299 0.211 -4.356
H -2.104 -4.180 -3.231
H 0.208 -1.043 -5.227
H -1.648 -5.610 -5.191
H 0.655 -2.697 -7.008
H -1.753 2.358 -2.479
H -4.191 -1.156 -3.076
H -3.766 3.626 -1.642
H -6.150 0.004 -2.025
P 1.690 0.076 -1.893
C -2.346 3.900 1.102
C -3.592 4.630 0.749
H -2.092 4.127 2.153
H -5.894 2.579 -1.647
H -4.404 3.889 0.823
H -3.779 5.418 1.522
H -3.601 5.080 -0.258
C -0.748 4.750 -0.718
C -0.667 6.040 0.101
H -1.617 4.855 -1.386
H 0.165 4.552 -1.298
H -0.854 6.876 -0.581
H -1.421 6.114 0.903
H 0.317 6.262 0.520
C 0.254 3.025 1.521
C -0.018 3.365 2.980
H 1.079 3.644 1.143
H 0.584 1.975 1.445
H 0.929 3.483 3.524
H -0.581 4.282 3.161
H -0.536 2.538 3.465
C 2.570 0.032 -0.264
C 4.056 0.400 -0.254
H 2.413 -0.985 0.132
H 1.999 0.710 0.385
H 4.683 -0.356 -0.747
H 4.244 1.377 -0.721
H 4.385 0.449 0.794
C 2.022 1.707 -2.654
C 2.228 1.716 -4.165
H 2.883 2.141 -2.133
H 1.142 2.310 -2.387
H 3.217 1.342 -4.448
H 1.477 1.122 -4.697
H 2.146 2.746 -4.529
C 2.746 -1.139 -2.825
C 2.072 -2.504 -2.924
H 3.722 -1.227 -2.309
H 2.966 -0.730 -3.825
H 2.032 -2.834 -3.977
H 2.636 -3.263 -2.365
H 1.040 -2.464 -2.523
S -1.419 -0.749 0.164
C -0.299 -1.477 1.292
N -0.429 -1.259 2.614
C 0.554 -1.978 3.423
C 1.362 -2.734 2.376
N 0.775 -2.291 1.104
H -1.168 -0.688 2.988
H 0.065 -2.648 4.149
H 1.165 -1.246 3.970
H 1.274 -3.818 2.523
H 2.421 -2.460 2.415
H 1.031 -2.684 0.214

Atom charges from the Löwdin analysis, given in e for atoms 1 to 6: number 1, N, carries 0.32; number 2, C, carries 0.01; number 3, C, carries 0.06; number 4, C, carries -0.17; number 5, C, carries 0.00; number 6, C, carries 0.00



3.
A 5-piece molecular cluster, C32H51F13N3O9S overall in a non-equilibrium geometry, computed with ωB97M-V/def2-TZVPD.

Output
LUMO energy ... -4.231 eV
2S+1 ... 1
E ... -103051.6824 eV
Charge ... +1

Element x y z (Å)
C -2.291 2.448 -0.325
C -2.409 1.753 -1.566
C -2.323 0.604 -2.774
N -0.922 0.087 -3.015
O -0.483 -0.877 -2.145
C 0.267 -0.277 -1.031
C -0.467 -0.840 0.362
C -0.088 0.498 -4.062
N -0.638 1.531 -5.019
C -0.176 2.936 -4.705
S -1.341 4.093 -5.683
C -2.739 4.701 -4.594
C -2.288 5.160 -3.084
N 1.257 -0.188 -4.140
C 0.980 -1.471 -4.951
C 1.898 -2.746 -4.425
F 2.904 -3.050 -5.468
C 2.261 0.566 -4.983
C 3.098 1.734 -4.196
C 4.111 1.199 -3.024
C 3.340 1.211 -1.548
C 4.878 -0.211 -3.355
H -2.312 2.787 0.819
H -2.876 1.008 -3.722
H -2.961 -0.334 -2.402
H 0.185 0.889 -0.981
H 1.358 -0.697 -1.080
H -1.623 -0.906 0.179
H -0.208 -0.135 1.279
H 0.051 -1.872 0.585
H -0.375 1.348 -6.014
H -0.139 3.196 -3.561
H 0.888 3.093 -5.223
H -3.201 5.665 -5.113
H -3.580 3.875 -4.622
H -2.804 4.472 -2.290
H -1.108 5.245 -2.943
H -2.698 6.262 -2.876
H -0.149 -1.787 -4.723
H 1.032 -1.298 -6.110
H 1.179 -3.675 -4.281
H 2.403 -2.545 -3.365
H 1.790 1.082 -5.948
H 3.007 -0.257 -5.422
H 3.755 2.290 -5.023
H 2.411 2.564 -3.727
H 4.967 2.025 -2.921
H 3.776 2.052 -0.821
H 2.226 1.564 -1.795
H 3.379 0.172 -1.000
H 4.331 -1.081 -2.784
H 5.973 -0.115 -2.888
H 5.030 -0.424 -4.510
C 2.224 -7.863 2.150
C 1.369 -7.164 1.110
O 0.458 -6.252 1.741
C 0.954 -5.007 2.033
O 2.104 -4.654 1.787
C -0.131 -4.128 2.656
F -0.874 -4.789 3.590
F -1.014 -3.668 1.725
F 0.371 -3.027 3.283
H 1.594 -8.352 2.901
H 2.865 -8.615 1.683
H 2.858 -7.148 2.684
H 0.761 -7.904 0.578
H 1.983 -6.653 0.359
C -3.684 -3.812 3.714
C -3.658 -2.366 4.172
O -4.989 -1.829 4.209
C -5.711 -2.079 5.347
O -5.282 -2.722 6.302
C -7.085 -1.413 5.271
F -7.680 -1.568 4.053
F -7.015 -0.069 5.490
F -7.966 -1.904 6.187
H -4.198 -3.902 2.751
H -2.668 -4.203 3.609
H -4.227 -4.441 4.425
H -3.091 -1.763 3.455
H -3.162 -2.260 5.144
C 11.176 0.322 -4.029
C 11.202 1.767 -3.571
O 9.871 2.305 -3.534
C 9.149 2.054 -2.395
O 9.578 1.411 -1.441
C 7.775 2.720 -2.472
F 7.180 2.565 -3.690
F 7.845 4.064 -2.252
F 6.893 2.230 -1.556
H 10.662 0.232 -4.992
H 12.192 -0.070 -4.134
H 10.633 -0.308 -3.318
H 11.768 2.370 -4.288
H 11.698 1.874 -2.599
C -7.719 1.017 8.355
C -8.002 2.156 7.394
O -8.788 3.171 8.037
C -8.094 4.093 8.778
O -6.873 4.086 8.909
C -9.045 5.137 9.366
F -10.183 4.585 9.878
F -9.450 6.043 8.431
F -8.485 5.857 10.378
H -8.652 0.624 8.772
H -7.188 0.206 7.849
H -7.112 1.357 9.200
H -8.593 1.785 6.549
H -7.078 2.575 6.980

Atom charges from the Löwdin analysis, given in e for atoms 1 to 6: number 1, C, carries 0.09; number 2, C, carries -0.04; number 3, C, carries -0.08; number 4, N, carries -0.08; number 5, O, carries -0.11; number 6, C, carries -0.19